# 1
Here is 4 unconnected molecules or ions with the total composition C36H76N4O4 from OMol25. Energies are from wB97M-V/def2-TZVPD.

For the largest force on an atom, the calculation gives 0.0478 Eh/bohr. The SMILES is CC1(C)CCCC(C)(C)N1O.CC1(C)CCCC(C)(C)N1O.CC1(C)CCCC(C)(C)N1O.CC1(C)CCCC(C)(C)N1O. Its spin multiplicity is 1. For the HOMO-LUMO gap, the calculation gives 0.3185 Ha.

Element x y z (Å)
C: 2.88407 -0.70894 3.33900
H: -1.70232 4.23427 -3.80114
C: 0.52574 -1.48703 2.98385
H: 5.94165 0.67074 0.04322
C: 6.61733 -1.23381 -2.74891
H: -5.18922 -6.57474 0.39795
C: -3.41825 3.10816 -0.22363
C: 4.22193 -0.44060 -2.72617
H: -0.30942 2.60418 4.10034
H: -0.48165 5.30594 -3.01436
H: 3.62119 0.60660 -0.87429
C: -2.76278 2.75195 1.11365
H: 2.45689 0.75863 -2.97541
H: -2.23957 1.79232 1.08287
C: -3.58562 -2.59983 1.07436
C: 1.07675 2.95008 1.91153
H: -5.02258 -4.15671 -2.37093
H: -0.87595 1.28209 3.15779
H: -5.21440 -1.50127 0.23582
N: -2.52827 3.24932 -1.36296
C: 3.23484 0.34160 -3.61565
H: 1.30861 3.87052 2.46639
H: 2.91035 -0.30537 -4.42844
H: 2.92629 -1.61736 3.93692
C: -4.46361 2.06472 -0.57942
C: -4.18085 4.44535 0.01344
H: 3.76846 -0.62443 2.69122
C: -2.53050 -1.52893 0.71445
H: -2.37985 1.56757 -2.19085
H: 1.25154 -1.87731 0.48801
H: 3.35504 2.11677 3.05579
H: 1.78158 2.95853 1.08179
H: -3.73802 -2.93350 3.28604
C: -1.72924 4.42759 -1.57156
H: 5.32890 -0.97542 -0.10676
H: 4.00616 -2.19764 -1.48264
H: 0.04320 3.07066 1.60807
C: 6.73279 -2.70941 -2.35361
H: 0.92255 0.76424 0.10825
C: 6.86668 -0.31223 -1.55470
C: 4.49074 0.47058 -1.52442
C: -4.80846 -4.97337 -1.67652
H: 3.65062 1.26888 -4.03206
H: 7.89111 -1.73546 -4.44211
C: 1.21372 1.73327 2.81457
H: 2.11564 0.16962 5.07746
H: 4.74954 1.50358 -1.78844
C: 5.62500 -0.09373 -0.67718
C: -0.55828 4.63330 -0.58964
H: -2.43482 -1.46858 -0.36491
C: -4.74229 -4.54069 -0.23975
H: -6.32116 -3.18070 -0.70721
H: -3.42267 2.75539 1.98686
N: 1.35095 0.59718 1.92440
C: -6.03979 -3.01771 1.36988
C: -3.48164 5.77380 -0.33263
H: -0.27526 3.58378 -2.96220
H: -3.99287 1.08799 -0.75663
C: 2.08734 -1.52019 1.08662
H: -2.84793 -0.65954 1.28938
H: -2.07086 6.56668 -1.75762
C: 2.84449 0.47564 4.31471
H: 5.16120 -0.91163 -5.26337
H: 2.70617 -0.87501 0.46056
H: -0.42064 -1.29593 2.47472
H: -3.53341 -6.07499 0.72123
H: -6.95233 -4.54016 0.09420
C: -3.19127 -3.28837 2.40544
H: -5.24782 2.36034 -1.27125
H: 6.97807 -3.32923 -3.21638
H: 7.29893 0.65502 -1.81484
H: -5.80568 -3.65779 2.23062
H: -5.05432 1.72498 0.29226
H: -3.31303 5.46094 -2.41689
C: 3.39566 -1.63460 -2.18171
C: -0.00855 1.61767 3.73540
C: 1.72618 -0.74419 2.34205
H: 7.57582 -0.74210 -0.83933
H: -3.87333 -5.39358 -2.04963
H: -1.55950 -1.84606 1.07901
N: 5.43123 -0.77987 -3.44060
C: -6.08842 -3.87261 0.11782
O: 5.12090 -1.58632 -4.57763
C: -2.62688 5.64799 -1.58274
H: -5.10507 4.46602 -0.57340
H: -5.61280 -5.69806 -1.82029
H: -4.88365 -5.51426 1.74284
H: 3.76040 0.55304 4.90262
H: 0.31599 -1.35079 4.04669
H: -2.96070 6.18117 0.54222
H: -3.23547 -4.36832 2.33656
H: -5.01508 -1.14626 1.92703
H: -1.97492 -4.31855 0.15993
H: -2.18482 -3.00850 2.74325
H: -0.08050 5.61132 -0.64738
H: 3.13509 -2.25622 -3.04548
C: -4.95493 -1.95822 1.20084
H: 0.14219 0.91942 4.55330
H: -4.50178 4.44603 1.05381
C: -1.03324 4.36567 -2.95116
N: -3.71476 -3.51485 -0.05012
H: 0.66373 -2.56029 2.79761
O: -2.46698 -3.92579 -0.57864
H: 2.37184 2.58078 4.38754
H: 2.66139 -2.41899 1.33297
C: 2.49016 1.78621 3.64142
H: -6.98823 -2.54882 1.63621
H: 5.79198 -3.06734 -1.92919
H: 7.51090 -2.90623 -1.61659
H: 0.15871 3.81975 -0.50306
H: -2.05770 3.51957 1.43688
H: 8.75289 -0.98950 -3.11669
C: -4.57233 -5.73247 0.72608
C: 7.82129 -0.94881 -3.68320
H: -0.96816 4.63211 0.42594
H: 7.75180 -0.00835 -4.22878
O: -1.79157 2.08545 -1.63671
H: -4.22539 6.55859 -0.50254
O: 0.39644 0.53470 0.88131
H: 2.43074 -1.30076 -1.81268

Cartesian forces (eV/Å) of the 6 atoms listed first:
0.855 1.012 -0.701
-0.124 0.091 0.071
-0.567 -0.906 -0.292
-0.309 -0.194 0.231
2.160 0.640 -0.401
0.065 0.042 -0.063

# 2
Here is 3 unconnected molecules or ions with the total composition C36H76N8O6P2Si from OMol25. Energies are from wB97M-V/def2-TZVPD.

For the largest force on an atom, the calculation gives 0.1725 Eh/bohr. The SMILES is CCCOC[C@H]1NC(=O)[C@](CCOC=O)(c2cccnc2)[C@]1([C@@H](C)CCC)[Si](C)(C)C.CN(C)P(=O)(N(C)C)N(C)C.CN(C)P(=O)(N(C)C)N(C)C. Its spin multiplicity is 1. For the HOMO-LUMO gap, the calculation gives 0.2573 Ha.

Element x y z (Å)
C: -0.88550 -0.61336 0.20171
C: 6.79262 -3.65765 1.68618
C: -7.04379 -4.97134 1.77700
H: 1.27531 1.42794 1.82720
C: -5.28592 -3.25683 -1.89486
C: -2.53552 7.32961 -0.60018
H: -0.53501 2.00280 1.61776
H: 7.95883 0.77632 2.95645
H: 8.21409 -3.57229 3.86708
H: -2.37988 5.93540 -2.57227
H: -1.56813 -2.83525 -0.06642
C: -7.30554 -6.95953 0.49220
H: -2.49020 1.98509 0.58716
H: 0.13938 1.16924 -4.37793
C: -3.93390 -7.35597 0.93692
H: -5.75386 -5.54275 -3.20616
H: 2.35317 2.96828 -3.15635
H: -5.20897 1.98133 -0.70034
O: -3.44785 3.03038 -3.45886
H: 0.57840 5.58573 -0.57247
C: 0.09445 3.64290 -2.75925
H: 1.28663 3.31351 -4.65462
H: -1.80383 3.75911 1.75880
P: 5.22599 -1.66596 2.51336
H: 4.22323 7.39611 -3.72119
H: -4.57342 0.88184 1.34423
H: -4.42489 -3.45994 -2.54556
C: -1.98968 4.50414 -0.52705
H: 7.51510 -0.46750 4.08480
H: 6.51524 0.99229 3.94968
N: 4.84573 -2.02745 4.13938
C: -1.78512 3.06410 -1.29229
H: 3.62937 3.06078 -0.70820
C: -2.41550 7.23176 1.03633
H: 6.56998 6.14946 -4.27838
H: 7.23956 -2.46906 4.79617
H: -1.45616 0.58131 -2.36845
C: 0.15316 -0.21815 -1.00299
H: -3.89123 -8.45033 0.93363
N: 6.69909 -2.63982 2.73693
N: 6.30435 -0.36289 2.33734
H: -0.04856 4.77062 -2.48696
H: 5.74900 4.50788 -3.54603
H: -7.22202 -4.59302 -2.96208
H: 5.21181 1.37417 1.78269
H: -3.09530 1.07985 -1.06023
H: -4.96287 -2.60096 -1.08108
H: -6.88383 -7.60108 1.27331
H: 0.81352 3.19366 2.32840
O: -6.33437 1.73143 2.29349
H: -6.50031 -5.43751 2.60525
H: 3.72907 4.52322 -2.50936
C: 5.93263 0.66266 1.35820
H: 4.01778 -3.90735 3.64001
H: 5.98844 6.02107 -2.44741
H: -8.11674 -5.00752 1.98593
H: -7.04043 -6.10067 -2.11878
H: 0.36567 -2.63669 0.02642
H: 6.57535 -4.05057 4.33065
H: 6.06337 -4.45849 1.84597
C: -2.87049 2.11779 -0.53098
C: 3.18200 5.41530 -3.02824
C: 4.26103 6.23725 -4.00752
N: -4.76483 -6.84554 -0.16204
H: -6.02499 -2.69235 -2.47237
C: 0.50041 0.55241 -3.45155
H: -4.56763 3.69138 -1.12997
N: -2.17367 6.01090 1.86797
O: 3.94456 -0.81881 2.31889
C: -6.48238 -5.22566 -2.45544
C: 1.51921 3.68767 -3.54215
C: 0.58056 2.34229 1.54584
H: 6.59238 -3.20937 0.70748
H: 3.73187 -0.37607 4.87985
P: -5.07859 -5.17269 -0.01265
O: -4.73562 3.12215 1.02748
C: 1.34869 4.88114 -0.04947
C: -5.20191 1.84117 1.58510
C: 4.60691 -0.98475 5.12521
H: 3.66833 -3.38781 5.28052
C: 2.82900 2.20337 -0.54409
H: -2.91238 -6.96441 0.88905
H: 1.29426 5.15076 1.11291
H: -4.99362 -7.26428 -2.22442
C: -4.29734 -7.43382 -1.40764
C: 5.74985 5.70159 -3.57255
C: -4.39155 2.79858 -0.39619
H: -3.31558 -7.05225 -1.70249
H: -4.22916 -8.52476 -1.32029
C: -0.66145 -2.25644 0.44710
H: -8.38822 -6.90194 0.65920
H: 7.79584 -4.09029 1.63560
H: -4.36300 -7.06355 1.90190
H: -0.72816 -2.50471 1.61207
H: 4.45444 -1.41897 6.12052
Si: 1.06739 3.00047 -0.24101
H: 5.46461 -0.32727 5.23823
C: -0.35353 0.92172 -2.05577
H: 3.17008 1.49312 0.32671
C: -2.31633 5.89202 -1.40618
H: 0.37437 -0.59262 -3.74913
C: 7.09329 0.25588 3.38537
H: -2.74241 8.34356 -1.16070
H: 5.49163 0.20727 0.46662
N: -6.72275 -5.61993 0.50222
H: 1.27813 -0.10080 -0.63163
H: 2.75409 1.54269 -1.53258
H: -2.02049 -0.51162 -0.05627
O: 1.92140 5.09595 -3.69867
O: -3.64835 -4.78364 -0.46052
H: 1.65723 0.75523 -3.26039
C: 7.18695 -3.20770 3.99143
H: 4.00866 6.13925 -5.14522
H: -0.65538 -0.13285 1.24259
N: -1.03589 3.45903 -3.79415
C: 3.77757 -3.03007 4.25118
C: -0.24328 2.49012 -1.59937
H: -1.17425 4.42853 -4.17229
N: -5.85616 -4.49977 -1.36705
C: -2.24921 3.18214 -2.89504
H: -2.54451 8.26443 1.62223
H: -7.18977 -7.46234 -0.47203
H: 2.81383 -2.63594 3.91208
H: 0.20952 -1.21533 -1.66646
H: 6.80785 1.22514 1.01763
H: 2.48208 5.10825 -0.34637
H: -6.76421 -3.91323 1.74314
C: -1.97785 4.74249 1.10440
H: 2.91502 6.20659 -2.17461

Cartesian forces (eV/Å) of the 6 atoms listed first:
0.834 -1.882 0.564
0.553 0.099 -0.365
-0.528 0.424 -0.075
-1.524 1.721 -0.553
0.450 -0.100 0.087
1.105 -4.707 2.225

no.,LUMO (eV),highest occupied orbital energy (eV)
1,0.6,-8.0468
2,-1.1,-8.0984